C8H24O8PS4Tl | ωB97M-V/def2-TZVPD

Last column: Löwdin charge in e.
Element x y z (Å)
Tl 0.4395 0.6609 0.0609  1.056
P -0.8618 3.1281 -1.4865  0.062
O -1.5579 1.7190 -1.4866  -0.269
O 0.5382 2.5440 -1.9942  -0.202
O -0.5707 3.3855 0.0204  -0.241
O -1.6054 4.3843 -2.1140  -0.309
C 0.3721 -2.5130 -4.4598  -0.249
S -0.5578 -1.4296 -3.3170  0.854
O 0.2671 -1.1625 -2.0533  -0.655
C -0.6465 0.0426 -4.4184  -0.240
H 1.0798 -3.1549 -3.9352  0.054
H 0.9604 -1.8690 -5.1134  0.039
H -0.3458 -3.0106 -5.1118  0.049
H 0.2489 0.4415 -4.8951  0.061
H -0.9970 0.7918 -3.7086  0.015
H -1.2278 -0.1081 -5.3281  0.058
C 4.2972 3.6737 2.5080  -0.248
S 3.6439 1.9384 2.2646  0.847
O 2.9472 1.8168 0.9295  -0.682
C 5.2141 1.1536 1.7761  -0.252
H 3.4969 4.3887 2.6985  0.047
H 4.8075 4.1494 1.6705  0.053
H 5.0157 3.7548 3.3237  0.046
H 5.1807 0.1582 1.3333  0.061
H 5.8876 1.2120 2.6312  0.045
H 5.5041 1.8881 1.0248  0.043
C -3.2151 0.9536 3.8960  -0.272
S -2.5867 1.6574 2.3337  0.873
O -1.8522 0.4392 1.7596  -0.675
C -4.2073 1.5498 1.4045  -0.213
H -3.7127 0.0301 3.5999  0.053
H -3.8317 1.6067 4.5135  0.048
H -2.3950 0.7643 4.5886  0.046
H -4.1680 2.3628 0.6795  0.039
H -5.0818 1.6549 2.0466  0.047
H -4.0729 0.6434 0.8141  0.054
C -0.1468 -4.4133 1.6018  -0.239
S -1.3079 -3.2550 0.7286  0.900
O -0.6357 -1.8243 0.8430  -0.681
C -1.1209 -3.8237 -0.9114  -0.318
H 0.1564 -4.4192 2.6488  0.058
H 0.7713 -4.5511 1.0307  0.051
H -0.7469 -5.3087 1.4400  0.026
H -0.1712 -3.5083 -1.3434  0.045
H -1.9689 -3.6348 -1.5696  0.056
H -1.2361 -4.9076 -0.9242  0.056

Properties
Charge: 0
Lowest unoccupied orbital energy in eV: -3.47
Total energy in eV: -82381.139

C4H11NO2 | ωB97M-V/def2-TZVPD

Last column: Löwdin charge in e.
Element x y z (Å)
C 2.4503 0.3244 -0.5181  -0.059
C 1.1260 0.0067 0.0798  -0.461
C 0.5607 -1.2000 -0.0396  0.027
C 0.2594 1.2011 1.8092  -0.032
N 0.4820 1.1684 0.5676  0.043
H 2.8315 -0.5498 -1.0330  0.074
H 2.4160 1.1934 -1.1780  0.078
H 3.1544 0.6577 0.2481  0.085
H -0.1107 -1.6722 0.6641  0.050
H 0.8492 -1.7549 -0.9276  0.061
H -0.0339 2.1058 2.3366  0.067
H 0.4210 0.3394 2.4613  0.083
H -1.8503 1.7472 -2.0342  0.040
H -2.5963 0.7577 -1.1667  0.027
O -1.7560 0.8803 -1.6227  -0.059
H -3.0303 -2.4125 0.4075  0.038
H -2.2370 -1.3325 -0.3544  0.005
O -2.9360 -1.4604 0.3002  -0.066

Properties
Charge: 0
Lowest unoccupied orbital energy in eV: 0.82
SMILES: C=NC(=C)C.O.O
Total energy in eV: -9909.427

C5H10N2O | ωB97M-V/def2-TZVPD

Last column: Löwdin charge in e.
Element x y z (Å)
C 0.5522 0.9402 0.7101  -0.415
C 0.6932 -0.5833 0.8387  -0.127
C 1.4928 -1.1756 -1.4896  -0.034
C 0.4144 -1.2900 -0.4563  -0.448
C -2.1527 1.9357 0.9811  -0.015
O 0.8002 1.5593 -0.3369  -0.066
N -1.3705 1.0327 0.6205  0.054
N -0.7371 -1.7890 -0.6250  0.127
H -1.4629 0.5032 -0.2837  0.119
H 0.6095 1.4305 1.6983  0.119
H -0.8962 -2.1453 -1.5673  0.053
H 0.0232 -0.9529 1.6130  0.111
H 1.7271 -0.7604 1.1471  0.120
H 1.1996 -1.6268 -2.4371  0.076
H 2.4150 -1.6324 -1.1300  0.083
H 1.6971 -0.1154 -1.6502  0.076
H -1.8495 2.5922 1.7926  0.084
H -3.1555 2.0772 0.5746  0.083

Properties
Charge: 0
Lowest unoccupied orbital energy in eV: 0.90
Total energy in eV: -10372.727

For each record above, in turn, the calculated molecular weight values are 611.90 105.14 114.15 g mol⁻¹.
For each record above, in turn, the calculated energy relative to the best compared isomer or geometry (same formula, charge and spin) values are 109.2 271.6 248.8 kJ/mol.
For each record above, in turn, the calculated frontier orbital gap values are 0.175 0.345 0.359 Eh.